Here is C22H36O2P2Ti as an isolated structure from OMol25. Energies are from ωB97M-V with the def2-TZVPD basis set.

Calculated values
Maximum force (eV/Å): 3.02
E_HOMO (spin up / spin down) (eV): -5.345 / -5.708
Spin multiplicity: 3
⟨S²⟩: 2.009

Each line ends with the Löwdin charge.
CARTESIAN COORDINATES (ANGSTROEM)
1 C -1.28 0.83 5.73  -0.0144
2 H 1.63 -0.46 4.62  0.1141
3 P 0.00 -1.91 -2.74  0.9598
4 H 1.07 3.16 0.34  0.1064
5 H 1.79 -3.45 -2.50  0.0581
6 C 1.51 -2.73 -3.28  -0.1901
7 P 0.04 1.84 -3.18  0.7968
8 H 2.32 -3.78 1.68  -0.0480
9 O -0.02 -0.93 2.82  -0.2369
10 H -1.66 1.51 -1.47  0.0366
11 C -0.90 -1.09 -0.47  -0.3733
12 C 0.44 0.50 -4.30  -0.3641
13 C -1.46 2.68 -3.63  -0.2610
14 H 1.23 -1.54 -0.75  0.0740
15 O -1.39 0.89 2.86  0.0554
16 H -1.52 -0.43 -3.93  0.0934
17 H -1.17 -2.17 -0.36  0.0443
18 H 1.49 3.54 -2.38  0.0500
19 H -1.80 3.32 -2.82  0.0528
20 H 2.08 -0.64 7.06  0.1035
21 H 1.51 0.27 -4.24  0.0873
22 H 1.33 -3.27 -4.21  0.0560
23 C 0.37 -0.94 -1.22  -0.5106
24 H 2.00 0.36 -1.68  0.1177
25 H 2.88 -2.40 2.71  -0.0243
26 C -1.84 1.41 -0.39  -0.1733
27 H -2.34 -2.61 -3.06  0.0685
28 H 0.25 0.96 -5.28  0.0884
29 C -1.05 0.81 7.12  -0.0847
30 C -1.36 -3.11 -2.99  -0.1744
31 H -1.39 -3.84 -2.18  0.0586
32 H 0.82 0.13 1.10  0.0917
33 Ti 0.53 -2.04 1.41  0.8427
34 H 1.52 -3.52 3.29  -0.0127
35 H 0.39 0.28 8.69  0.1008
36 H 2.36 2.36 -3.39  0.0517
37 C 0.38 2.27 0.38  -0.1162
38 C -0.61 0.12 3.41  -0.5022
39 C 1.10 0.93 0.30  -0.1577
40 H -2.09 -0.25 1.04  0.0862
41 H 1.24 3.52 -4.17  0.0446
42 H -2.89 -0.56 -0.54  0.1033
43 H -1.19 3.30 -4.49  0.0326
44 C -0.95 2.37 0.37  -0.1182
45 C 1.01 0.45 -1.17  -0.2889
46 H -1.49 3.10 0.98  0.1081
47 C 0.89 -0.19 5.36  -0.0338
48 H -1.15 -3.62 -3.95  0.0629
49 C 0.14 0.25 7.62  -0.0977
50 H 2.19 1.11 0.47  0.1120
51 H 0.35 1.20 -1.74  -0.0919
52 C 1.11 -0.25 6.73  -0.0838
53 H -2.87 1.78 -0.25  0.1064
54 H -0.42 -1.33 -5.01  0.0913
55 C -0.46 -0.73 -4.09  -0.3169
56 C 1.44 2.93 -3.28  -0.2198
57 C 2.01 -3.01 2.42  -0.3231
58 H 2.32 -2.01 -3.42  0.0593
59 C -1.94 -0.16 -0.07  -0.2254
60 H -2.15 1.36 5.32  0.1172
61 H -2.26 1.99 -3.91  0.0524
62 H -1.77 1.22 7.85  0.1031
63 C -0.34 0.25 4.87  -0.1444

Here is a 11-piece molecular cluster, C11H33N11O22 overall from OMol25. Energies are from ωB97M-V with the def2-TZVPD basis set.

Calculated values
Structure (SMILES): C[N+](=O)[O-].C[N+](=O)[O-].C[N+](=O)[O-].C[N+](=O)[O-].C[N+](=O)[O-].C[N+](=O)[O-].C[N+](=O)[O-].C[N+](=O)[O-].C[N+](=O)[O-].C[N+](=O)[O-].C[N+](=O)[O-]
Maximum force (eV/Å): 4.17
E_HOMO (eV): -10.764
Spin multiplicity: 1

Each line ends with the Löwdin charge.
CARTESIAN COORDINATES (ANGSTROEM)
1 C 3.06 -4.67 1.76  0.0448
2 H -4.29 3.63 4.79  0.0929
3 H -2.51 -5.54 -2.71  0.0938
4 N 5.42 3.58 1.27  -0.3848
5 O 5.04 2.62 -4.31  0.0353
6 H 5.65 1.62 2.09  0.0937
7 N -4.58 -6.13 -2.54  -0.4490
8 C 4.27 -2.79 -3.65  0.0490
9 O 1.58 -5.47 0.20  0.0924
10 C 4.95 1.95 -6.54  0.0412
11 O 1.36 4.42 4.46  0.0625
12 N -7.72 1.22 -2.04  -0.4176
13 O -0.27 -0.74 -2.01  0.0670
14 O 6.17 4.02 2.23  0.0003
15 O 0.80 -4.22 1.66  0.0456
16 H 3.66 3.88 5.21  0.1075
17 N -0.30 0.18 -1.22  -0.4719
18 O 5.22 -1.80 -1.85  0.0710
19 H -0.99 -0.36 0.63  0.1109
20 H 4.43 1.20 -7.14  0.0938
21 H -3.03 -6.27 -1.14  0.1018
22 O 0.26 1.24 -1.38  0.0741
23 O -8.47 2.13 -1.91  0.0766
24 O -3.96 -3.62 2.34  0.0476
25 H 3.74 -5.39 1.30  0.1050
26 C -6.44 1.23 -1.17  0.0492
27 H 6.11 1.88 0.37  0.1014
28 H 3.44 -3.67 1.56  0.1037
29 H 2.86 -4.68 2.83  0.1047
30 H 4.42 1.83 0.69  0.0972
31 H 4.77 -3.62 -4.15  0.0931
32 H 3.61 2.14 4.89  0.0952
33 H 3.82 -2.25 -4.49  0.0967
34 N 5.38 -1.98 -3.01  -0.4405
35 N 1.73 -4.80 1.16  -0.4960
36 N 1.90 3.32 4.40  -0.4496
37 H -3.53 -4.57 -1.72  0.0922
38 O 6.25 -1.45 -3.73  0.0368
39 H -2.43 -3.90 4.05  0.0839
40 H -3.59 -4.76 5.06  0.0928
41 C 3.03 2.99 5.25  0.0332
42 O 1.55 2.48 3.58  0.0431
43 C -1.37 0.13 -0.27  0.0211
44 N 4.31 2.17 -5.20  -0.4320
45 O -4.45 -7.04 -3.35  0.0457
46 H -0.74 5.11 -0.53  0.0899
47 O -4.31 -5.83 2.39  0.0213
48 H 4.67 2.83 -7.13  0.0997
49 H -6.75 1.01 -0.15  0.0871
50 O -7.86 0.33 -2.92  0.0266
51 H 0.36 5.57 -1.89  0.1017
52 H 6.02 1.80 -6.42  0.1005
53 H 3.56 -3.11 -2.89  0.0944
54 O -2.03 7.45 -2.19  0.0323
55 N -1.60 6.26 -2.18  -0.3997
56 H 2.65 2.67 6.22  0.1077
57 N -3.90 -4.73 2.86  -0.3923
58 C -3.70 2.92 4.20  0.0409
59 H -4.16 2.89 3.21  0.0929
60 O -2.54 1.13 5.18  0.0585
61 H -1.73 1.16 -0.19  0.0995
62 H -2.36 -5.68 4.04  0.0905
63 O -4.62 0.82 4.48  0.0411
64 O -5.62 -5.58 -2.30  0.0693
65 H -0.26 6.72 -0.56  0.0891
66 O 4.68 4.26 0.53  0.0555
67 H -5.85 0.34 -1.34  0.0847
68 C 5.37 2.09 1.14  0.0369
69 O -1.99 5.33 -2.89  0.0439
70 O 3.13 1.98 -5.01  0.0608
71 C -0.46 5.89 -1.24  0.0432
72 H -5.93 2.20 -1.19  0.0937
73 H -2.24 -0.41 -0.63  0.0992
74 H -2.69 3.33 4.25  0.0893
75 N -3.62 1.51 4.75  -0.4151
76 C -3.30 -5.60 -1.96  0.0459
77 C -3.02 -4.81 4.14  0.0558

Here is C28H24AuIN2O2S3 as an isolated structure from OMol25. Energies are from ωB97M-V with the def2-TZVPD basis set.

Calculated values
Maximum force (eV/Å): 0.17
E_HOMO (eV): -7.128
Spin multiplicity: 1

Each line ends with the Löwdin charge.
CARTESIAN COORDINATES (ANGSTROEM)
1 H 3.01 2.73 -4.17  0.1091
2 C 1.98 3.93 -0.07  -0.0985
3 S 0.49 -0.74 -1.87  1.0672
4 H -3.14 -1.86 4.40  0.1071
5 H -2.78 -4.11 -3.06  0.1113
6 C -0.78 -1.27 3.42  -0.2534
7 H 3.87 3.21 4.31  0.0785
8 C -2.78 -3.12 0.79  -0.0198
9 C 2.19 0.25 3.01  -1.0748
10 H -1.78 0.74 -2.86  0.1201
11 C 1.25 0.00 -3.30  -0.3609
12 I -2.37 1.16 1.04  0.2064
13 S 3.59 0.92 3.89  0.8664
14 C 2.57 1.08 -5.46  -0.0723
15 C -3.02 -2.22 3.39  -0.0697
16 H -4.99 -3.03 3.35  0.0948
17 C 2.66 3.17 2.53  -0.3308
18 H -4.45 -2.46 -3.83  0.1081
19 H -2.67 -3.47 -0.23  0.0910
20 C 3.03 2.67 3.89  -0.4092
21 C -0.63 -1.50 4.90  -0.0108
22 H -1.29 -2.28 5.24  0.0753
23 H 1.98 -0.69 -6.52  0.1090
24 H -0.06 3.69 0.57  0.0810
25 C 3.31 3.85 0.31  -0.0841
26 H 1.71 4.23 -1.07  0.0998
27 H 0.79 -1.67 -4.59  0.1141
28 N 1.13 0.03 3.67  -0.0310
29 H -0.83 -0.57 5.45  0.0995
30 C -1.82 -1.95 2.69  -0.1788
31 C 1.28 -0.71 -4.50  -0.0698
32 H 4.70 3.38 1.88  0.1161
33 Au 0.08 0.10 0.98  0.6980
34 H -0.60 -3.31 -2.15  0.1191
35 H -4.75 -3.86 1.01  0.1019
36 C -1.33 -2.61 -2.54  -0.0925
37 C 2.53 1.77 -4.26  -0.0613
38 N 0.08 -0.44 2.88  -0.1651
39 H 0.40 -1.78 5.12  0.0872
40 C -1.07 -1.25 -2.52  -0.4002
41 C -3.22 -0.76 -3.41  -0.0547
42 C -2.00 -0.31 -2.94  -0.0579
43 C 1.95 -0.16 -5.58  -0.0683
44 C 3.65 3.47 1.59  -0.0629
45 H -3.97 -0.04 -3.72  0.1109
46 C 1.86 1.23 -3.16  -0.0575
47 S 2.40 0.02 1.30  0.6339
48 H 2.19 2.74 4.58  0.0792
49 C -4.07 -2.87 2.81  -0.1027
50 C -1.67 -2.40 1.33  -0.4329
51 O -0.63 -2.23 0.62  -0.1739
52 C -3.93 -3.33 1.48  -0.0825
53 O 0.17 0.53 -1.04  -0.7054
54 C 0.98 3.64 0.85  -0.1016
55 H 0.55 3.02 2.86  0.1110
56 H 3.08 1.51 -6.31  0.1070
57 C 1.33 3.27 2.15  -0.0817
58 H 4.10 4.08 -0.41  0.1015
59 H 1.83 1.75 -2.22  0.0968
60 C -2.55 -3.05 -3.04  -0.0749
61 C -3.49 -2.12 -3.47  -0.0613

Here is one molecule with the formula C6H4N2 from OMol25. Energies are from ωB97M-V with the def2-TZVPD basis set.

Calculated values
Structure (SMILES): N#C/C=C1\C=CC=N1
Maximum force (eV/Å): 3.47
E_HOMO (eV): -10.061
Spin multiplicity: 1

Each line ends with the Löwdin charge.
CARTESIAN COORDINATES (ANGSTROEM)
1 C -1.97 0.17 -1.01  -0.0243
2 C -1.04 1.12 -1.74  -0.1430
3 N 0.13 1.18 -1.26  0.0767
4 C 1.31 0.03 0.52  -0.0165
5 C 1.43 -0.88 1.56  -0.2327
6 H -1.38 -1.20 0.64  0.1300
7 H -2.99 -0.02 -1.27  0.0925
8 N 1.52 -1.67 2.41  0.1640
9 C -1.20 -0.32 -0.02  -0.0414
10 C 0.14 0.27 -0.13  -0.2620
11 H -1.42 1.77 -2.59  0.1262
12 H 2.24 0.53 0.20  0.1305

Here is C38H39AsN4O2Si2Zn as an isolated structure from OMol25. Energies are from ωB97M-V with the def2-TZVPD basis set.

Calculated values
Maximum force (eV/Å): 0.91
E_HOMO (eV): -1.039
Total charge: -2
Spin multiplicity: 1

Each line ends with the Löwdin charge.
CARTESIAN COORDINATES (ANGSTROEM)
1 H 5.78 2.94 4.14  0.1107
2 H 2.76 -2.54 1.26  0.0744
3 H -0.55 2.40 1.45  0.0976
4 H -0.44 0.60 -4.92  0.1089
5 H -0.64 4.95 -2.92  0.0904
6 H -0.22 3.63 5.50  0.1051
7 C -2.00 3.85 2.09  -0.0896
8 H 0.59 -5.67 -1.20  0.0102
9 H -4.74 -3.52 -1.30  0.0046
10 C 4.30 3.21 2.59  -0.1606
11 N 3.72 1.19 1.39  0.0750
12 C 4.10 4.60 2.78  -0.0729
13 C 0.56 -0.67 -3.54  -0.1095
14 C -0.10 -3.56 2.75  -0.2638
15 H -4.28 -2.48 0.04  0.0074
16 H 2.93 6.28 2.23  0.0946
17 O 1.21 1.27 2.72  -0.0962
18 H 1.80 -4.49 2.41  0.1018
19 C 3.11 5.22 2.08  -0.0961
20 N -0.99 -5.54 4.16  0.1051
21 C -1.02 -4.53 -4.65  -0.2471
22 C 0.48 3.86 -1.44  -0.0324
23 H -3.32 5.27 3.02  0.0847
24 C -3.06 0.06 -1.64  -0.2380
25 N 1.78 2.37 0.07  0.0061
26 C 4.65 0.54 2.06  -0.1208
27 C -0.87 -2.42 2.55  -0.0603
28 H 4.71 5.14 3.49  0.0954
29 H -2.48 -6.00 -1.29  0.0102
30 H -2.50 0.62 -2.39  0.0026
31 C 0.76 1.49 -1.87  -0.1481
32 C 0.92 1.99 3.72  -0.6132
33 H -3.85 -2.91 -4.17  0.0012
34 H 0.82 -6.37 -2.81  0.0100
35 H -5.48 -1.91 -1.14  0.0084
36 C 2.46 3.18 0.91  -0.2223
37 C -0.28 2.92 3.50  -0.1184
38 As -1.12 -2.75 -1.43  0.7196
39 H -2.10 -6.92 -2.75  0.0071
40 C 0.09 1.64 -3.10  -0.1879
41 H -0.03 -4.27 -5.05  0.0052
42 C -0.33 -1.33 1.89  -0.1579
43 C 1.00 2.64 -1.01  -0.2131
44 H -3.32 -5.63 -2.80  0.0045
45 C 1.21 -3.60 2.26  -0.0671
46 H -1.33 -5.48 -5.10  0.0081
47 H -4.06 0.50 -1.57  0.0165
48 H -3.13 -1.33 -4.52  0.0078
49 H -2.49 3.91 1.12  0.0958
50 C -0.61 -4.66 3.52  -0.2106
51 H -4.78 -1.43 -3.88  0.0118
52 H -2.55 0.23 -0.68  0.0118
53 C -0.74 3.71 4.56  -0.0382
54 C 0.03 0.51 -3.95  -0.0416
55 C 0.99 -1.31 1.41  -0.2064
56 Zn 1.74 0.46 0.80  0.7089
57 N 1.28 0.29 -1.47  0.0721
58 H -1.72 -3.76 -4.99  -0.0081
59 C -3.78 -1.87 -3.82  -0.2479
60 C -4.55 -2.48 -1.02  -0.2661
61 Si -3.10 -1.79 -2.04  0.0995
62 H 0.64 4.75 -0.86  0.0679
63 C 1.73 -2.49 1.61  -0.1419
64 C 2.28 4.54 1.17  -0.0203
65 C -0.24 3.98 -2.64  -0.1131
66 H 1.47 5.07 0.71  0.0757
67 H -1.88 -2.38 2.93  0.1084
68 C 5.23 2.46 3.33  -0.0163
69 H -0.96 3.01 -4.41  0.0956
70 Si -1.03 -4.61 -2.74  0.0866
71 H 4.78 -0.51 1.80  0.1067
72 C -0.92 3.00 2.27  -0.0267
73 C -1.83 4.55 4.39  -0.1099
74 H 1.65 -1.65 -1.93  0.0796
75 C -2.47 4.62 3.15  -0.1232
76 H 6.12 0.54 3.63  0.0947
77 H -2.20 5.14 5.22  0.0851
78 C 0.61 -5.44 -2.27  -0.2773
79 C 3.52 2.51 1.65  -0.1477
80 H 0.55 -1.55 -4.17  0.0896
81 C 5.42 1.13 3.07  -0.0591
82 C 1.14 -0.76 -2.25  -0.2253
83 O 1.48 2.02 4.81  -0.0091
84 H -0.95 -0.45 1.77  0.0866
85 C -2.35 -5.92 -2.37  -0.2657
86 C -0.43 2.91 -3.47  -0.0828
87 H 1.45 -4.75 -2.42  0.0033

Here is C21H27CaO2Si as an isolated structure from OMol25. Energies are from ωB97M-V with the def2-TZVPD basis set.

Calculated values
Maximum force (eV/Å): 2.32
E_HOMO (eV): -4.139
Total charge: -1
Spin multiplicity: 1

Each line ends with the Löwdin charge.
CARTESIAN COORDINATES (ANGSTROEM)
1 H -2.31 2.97 4.50  0.0166
2 H 1.44 1.50 -2.47  0.0611
3 O 1.36 -2.15 -1.42  -0.0758
4 C 0.80 -0.34 2.82  -0.2335
5 C 1.90 -2.78 -2.65  -0.2076
6 H -4.47 2.96 2.02  0.0175
7 H -2.54 4.72 4.38  0.0146
8 C 3.42 -5.97 -1.30  -0.0854
9 C -0.16 0.52 3.39  -0.2225
10 H 3.81 -7.81 -2.37  0.0965
11 H 2.63 -0.68 -2.34  0.0994
12 Ca -0.43 0.97 0.55  1.3736
13 H -4.06 3.92 0.57  0.0140
14 H -2.37 3.29 -1.28  0.0756
15 C 2.85 -6.32 -3.63  -0.0984
16 H -0.45 -0.46 -2.49  0.0649
17 C 2.64 -1.69 -1.90  -0.0886
18 H -2.41 0.46 3.35  0.0832
19 H 0.22 3.82 -1.78  0.0795
20 C 0.38 1.60 -2.19  -0.2408
21 C -1.47 5.50 1.41  -0.1882
22 C -0.24 2.83 -1.81  -0.2013
23 H -0.40 5.64 1.58  0.0155
24 C -1.46 0.05 3.03  -0.2258
25 H 3.83 -6.33 -0.35  0.1016
26 C -1.62 2.56 -1.59  -0.2221
27 H 2.83 -6.96 -4.51  0.0980
28 C -1.29 -1.12 2.23  -0.2345
29 H -0.91 4.04 4.34  0.0186
30 H 1.88 -0.27 2.99  0.0702
31 C 2.91 -4.67 -1.36  -0.0252
32 H -2.10 -1.76 1.88  0.0774
33 H -2.01 6.34 1.87  0.0134
34 H 1.41 -2.47 -3.59  0.1461
35 Si -2.10 3.84 2.12  0.2207
36 H -2.86 0.72 -1.94  0.0792
37 C 3.40 -6.80 -2.43  -0.1009
38 C -0.62 0.58 -2.23  -0.2552
39 H -1.66 5.53 0.32  0.0160
40 H 0.06 1.37 4.04  0.0809
41 O -1.35 2.60 1.43  -0.5855
42 C -1.87 1.19 -1.89  -0.2204
43 H 2.93 -4.03 -0.48  0.1156
44 C -1.94 3.88 4.00  -0.1878
45 H 3.53 -2.00 -1.33  0.1110
46 H 1.89 -4.65 -4.62  0.1085
47 H -4.44 4.74 2.11  0.0149
48 C 2.33 -5.04 -3.70  -0.0391
49 C 0.11 -1.35 2.07  -0.2512
50 H 0.57 -2.17 1.53  0.0691
51 C 2.36 -4.18 -2.57  -0.1763
52 C -3.95 3.86 1.67  -0.1871

One value per record, in order, for energy above the lowest of the compared OMol25 structures with the same formula, charge and spin: 124.0; 398.8; 97.8; 95.6; 97.6; 0.0 kJ/mol.